--- w ---
Here is 17 unconnected molecules or ions with the total composition H34O17 from the OMol25 dataset. Energies are from ωB97M-V/def2-TZVPD.

Calculated values
- Multiplicity: 1
- Charge: 0

CARTESIAN COORDINATES (ANGSTROEM)
O1 -0.83453 1.66540 2.64888
O2 -2.27926 -1.36285 -1.61101
O3 -1.51346 0.45331 -3.29897
O4 -0.05143 3.48574 0.74666
O5 -1.35421 -2.48066 0.67299
O6 0.98021 0.70788 -2.34484
O7 1.73108 -2.38641 -1.20019
O8 1.76769 -2.63558 1.83795
O9 0.06721 -1.07233 3.29587
O10 -0.04262 0.07001 0.11634
O11 -2.61989 -0.65312 2.60335
O12 1.73434 -1.50918 -3.72663
O13 2.73813 -0.11408 0.59421
O14 1.75749 1.49410 2.56322
O15 2.25422 2.62091 -0.18780
O16 -2.42486 1.30664 0.39463
O17 -1.25682 2.68699 -1.96786
H1 -2.55527 -1.60048 2.68157
H2 2.57740 1.96915 0.45748
H3 -0.75113 3.42991 -2.29684
H4 -1.88084 -2.21305 -0.09152
H5 -0.93565 -3.24462 0.31391
H6 -3.14820 -0.97969 -1.54223
H7 0.86117 3.32295 0.49001
H8 -0.17389 -0.86115 0.29181
H9 -1.12204 2.63295 -1.05684
H10 0.36225 0.11854 -0.75008
H11 -1.82027 -0.22747 -2.73796
H12 0.80930 1.44952 2.63140
H13 -2.78370 -0.62713 1.68393
H14 2.96390 -0.42363 -0.27004
H15 2.63715 -1.17902 -3.62642
H16 -1.68798 1.27520 -2.82176
H17 1.30997 -3.19473 -0.87641
H18 -0.24143 2.75163 1.35250
H19 1.99515 2.42701 2.46489
H20 0.10218 0.77488 -2.76669
H21 -2.48916 -2.24832 -2.01063
H22 2.20954 2.02899 -0.94142
H23 -1.58635 0.80228 0.16304
H24 -0.71448 -0.73355 2.86746
H25 2.27066 -2.03487 1.27656
H26 0.45041 -1.71680 2.69385
H27 1.39324 -0.10444 -2.66770
H28 2.66701 -2.58780 -1.04691
H29 -1.58673 1.24194 2.17176
H30 -1.32016 1.93127 3.44065
H31 -3.14780 0.68570 0.20882
H32 1.56020 -1.67510 -2.76550
H33 1.34937 -3.28380 1.26324
H34 1.77291 -0.18302 0.67928



--- x ---
Here is 17 unconnected molecules or ions with the total composition H34O17 from the OMol25 dataset. Energies are from ωB97M-V/def2-TZVPD.

Calculated values
- Multiplicity: 1
- Charge: 0

CARTESIAN COORDINATES (ANGSTROEM)
O1 5.42117 0.09701 -0.13307
O2 0.18966 -0.52046 -3.43726
O3 -0.74405 1.60597 -0.47732
O4 -5.19212 2.31230 0.39634
O5 2.48109 -0.29014 1.78523
O6 2.89752 -1.86340 -0.18402
O7 2.80129 3.73614 2.60891
O8 -5.24420 -0.56841 1.61572
O9 -1.64002 -3.52297 -1.01803
O10 0.19807 2.97595 3.72744
O11 4.56934 2.28487 -1.68435
O12 3.33625 -2.86545 2.83348
O13 -1.66235 2.69964 -4.82214
O14 -0.84209 -1.07998 3.08800
O15 -4.71416 -0.46948 -1.39940
O16 -2.01341 -2.19946 -3.85591
O17 0.22079 -1.16883 -0.72618
H1 3.23230 -3.70890 2.43630
H2 -1.25519 2.03329 -4.18360
H3 3.97096 1.85202 -1.07454
H4 -1.20427 -1.62183 -3.93015
H5 -2.67516 -1.45646 -3.70539
H6 -1.17141 -1.94650 2.71005
H7 -1.35945 3.45351 -4.32599
H8 -4.96171 0.08956 0.94802
H9 0.28341 -0.71436 -2.52701
H10 -5.43568 -1.40463 1.15373
H11 -5.42318 0.09427 -1.22654
H12 2.27887 -1.91023 -0.89506
H13 -0.64967 -0.97481 -0.36694
H14 1.07785 -0.33169 -3.80484
H15 -1.67119 -4.42790 -1.22417
H16 5.38739 -0.84329 0.17110
H17 -4.86082 2.56896 1.26391
H18 -0.27967 -1.55231 3.75351
H19 2.27507 2.86360 2.42339
H20 5.48438 2.02716 -1.67522
H21 -1.08370 1.13186 0.39361
H22 -4.52168 2.22241 -0.24586
H23 -0.75165 3.14220 3.54816
H24 2.48752 -1.91692 0.66820
H25 -1.42164 -3.15094 -1.89188
H26 -4.16903 -0.07256 -2.01292
H27 3.82596 -3.14248 3.61970
H28 0.56779 3.67117 4.18294
H29 1.44653 -0.21512 1.93041
H30 2.35705 4.33953 3.16822
H31 5.13579 0.61739 0.64334
H32 2.71020 -0.90466 2.48775
H33 -0.15942 0.88212 -0.59903
H34 0.47067 -1.85675 -0.13064



Energy ordering: w at the bottom, the next structure 224.7 kJ/mol above.



--- w ---
Here is a single C6H9NO molecule from the OMol25 dataset. Energies are from ωB97M-V/def2-TZVPD.

Calculated values
- Multiplicity: 1
- SMILES: CC(=C=O)C/C=C\N
- Charge: 0

CARTESIAN COORDINATES (ANGSTROEM)
O1 -1.59310 0.23284 -1.90964
N1 1.76030 1.02287 -1.27881
C1 -0.68354 -0.67977 0.16793
C2 0.63727 1.60153 -0.65018
C3 0.29287 -0.04313 1.14245
C4 -0.91853 0.03134 -0.95199
C5 0.22263 1.36146 0.64153
C6 -1.23511 -2.05035 0.41527
H1 2.02934 0.12266 -0.90959
H2 -1.95629 -2.32210 -0.35342
H3 0.33475 2.53234 -1.11397
H4 1.29842 -0.47448 1.08156
H5 -1.72712 -2.08449 1.39098
H6 -0.09202 -0.13575 2.16026
H7 2.54486 1.65089 -1.38353
H8 -0.44324 -2.80453 0.43355
H9 -0.47149 2.03866 1.11760



--- x ---
Here is a molecular structure, C6H9NO from the OMol25 dataset. Energies are from ωB97M-V/def2-TZVPD.

Calculated values
- Multiplicity: 1
- Charge: 0

CARTESIAN COORDINATES (ANGSTROEM)
O1 -1.17140 -0.32856 1.57034
N1 1.68411 -0.08863 -0.52406
C1 0.72993 0.22199 0.60799
C2 -0.06981 -0.86063 0.72719
C3 -0.37934 0.98209 -0.15606
C4 0.76390 -0.74730 -1.50753
C5 -1.43525 1.07125 1.03548
C6 -0.54235 -0.37646 -0.80607
H1 0.86297 -0.25434 -2.45536
H2 1.51981 0.92797 1.29709
H3 -1.58717 -0.75733 -1.12008
H4 2.35552 -0.86615 -0.27719
H5 0.15353 2.04413 -0.37000
H6 -1.29180 1.99195 1.71817
H7 0.84093 -1.90883 -1.50223
H8 0.11947 -1.87613 1.13854
H9 -2.55305 0.82500 0.62380



Energy ordering: w at the bottom, the next structure 244.3 kJ/mol above.



--- w ---
Here is 2 unconnected molecules or ions with the total composition C6H9NO from the OMol25 dataset. Energies are from ωB97M-V/def2-TZVPD.

Calculated values
- Multiplicity: 1
- SMILES: [H]/N=C(/C)C=O.C=C=C
- Charge: 0

CARTESIAN COORDINATES (ANGSTROEM)
O1 2.14040 -1.19075 0.15445
N1 0.76148 0.61220 1.80635
C1 1.39654 -0.38905 -0.38108
C2 0.10279 1.95458 -0.09097
C3 -1.02270 -1.04810 -0.24233
C4 -1.85893 -0.91326 0.73716
C5 -0.27004 -1.40043 -1.28905
C6 0.68166 0.73675 0.55653
H1 -1.62332 -0.32686 1.61402
H2 -0.68081 2.38162 0.53144
H3 -2.80539 -1.43822 0.72216
H4 1.23349 -0.25892 2.06960
H5 0.88792 2.69428 -0.24660
H6 1.63911 0.15972 -1.30716
H7 0.16415 -2.39002 -1.33636
H8 -0.40866 -0.89959 -2.23901
H9 -0.33771 1.71606 -1.05913



--- x ---
Here is a single C6H9NO molecule from the OMol25 dataset. Energies are from ωB97M-V/def2-TZVPD.

Calculated values
- Multiplicity: 1
- SMILES: CN1CC=C[C@H]1C=O
- Charge: 0

CARTESIAN COORDINATES (ANGSTROEM)
O1 -2.72617 0.35379 0.33350
N1 0.21840 -0.41783 0.51161
C1 0.34453 1.07663 -1.23129
C2 -1.82051 1.02267 -0.16672
C3 1.11716 0.07490 -1.59600
C4 0.01203 -0.98656 1.74979
C5 1.09698 -0.90330 -0.43452
C6 -0.24899 0.90375 0.13092
H1 0.00022 -2.07578 1.68542
H2 0.73455 -0.56283 2.38467
H3 1.40327 -0.13234 -2.61845
H4 -0.01392 1.91707 -1.80039
H5 2.05573 -1.08345 -0.23294
H6 0.18372 1.56057 0.93971
H7 -1.02874 -0.71385 2.08187
H8 -2.12336 1.83292 -0.82749
H9 0.79510 -1.86636 -0.90968



--- y ---
Here is a molecular structure, C6H9NO from the OMol25 dataset. Energies are from ωB97M-V/def2-TZVPD.

Calculated values
- Multiplicity: 1
- Charge: 0

CARTESIAN COORDINATES (ANGSTROEM)
O1 2.11702 -0.25595 -0.77109
N1 -0.82415 0.85323 0.36835
C1 0.66011 0.75233 0.15505
C2 -1.50949 -0.44474 0.08453
C3 0.80663 -0.44432 -0.79329
C4 -1.19682 0.27332 1.50078
C5 -0.49025 -1.54216 -0.44481
C6 1.74485 1.26632 -0.71072
H1 -2.16765 0.60827 2.11361
H2 1.04716 0.69743 1.36064
H3 0.17067 0.00046 -1.77768
H4 1.32672 1.66391 -1.84938
H5 2.41801 1.87070 -0.03576
H6 -0.76143 -2.04892 -1.48606
H7 -0.20887 -2.72184 0.18566
H8 -0.45101 -0.17473 2.17236
H9 -2.68151 -0.35331 -0.07219



--- z ---
Here is a single C6H9NO molecule from the OMol25 dataset. Energies are from ωB97M-V/def2-TZVPD.

Calculated values
- Multiplicity: 1
- SMILES: C1C[C@]2(CO2)[C@@H]2N[C@@H]12
- Charge: 0

CARTESIAN COORDINATES (ANGSTROEM)
O1 -0.72029 0.72889 -2.06005
N1 -1.66965 -0.17325 1.40056
C1 0.69129 -1.21475 0.90584
C2 -0.19296 0.33480 -0.84822
C3 -0.02494 1.76502 -1.10447
C4 -1.12046 -0.44566 0.12324
C5 -0.30837 -0.17400 1.35296
C6 1.07333 -0.65344 -0.50251
H1 0.08767 -2.17492 0.83557
H2 -1.82719 0.78872 1.54839
H3 1.88866 0.04866 -0.67391
H4 1.23609 -1.53685 -1.29020
H5 -0.81913 2.58512 -0.66735
H6 -1.04091 -1.41748 -0.35574
H7 1.02158 2.26154 -1.15807
H8 1.62162 -1.43513 1.31258
H9 0.10365 0.71274 1.18137



Energy ordering: x at the bottom, the next structure 109.3 kJ/mol above.